The following is a DFT calculation (wB97M-V/def2-TZVPD) of 14 unconnected molecules or ions with the total composition C28H84O17 in a non-equilibrium geometry.

Relative energy (zero: lowest compared OMol25 entry of this formula, charge and spin): 0.929 eV
HOMO energy: -0.3564 Ha
Strongest force on any atom: 3.9 eV/Å
Lowest unoccupied orbital energy: 0.535 eV

Structure (ORCA input):
```
! wB97M-V def2-TZVPD RIJCOSX def2/J DEFGRID3
* xyz 0 1
C 2.983 -1.535 -3.131
C 1.642 -1.945 -3.797
O 0.827 -2.859 -2.978
O 2.848 -0.300 -2.392
H 3.776 -1.337 -3.878
H 3.249 -2.318 -2.462
H 1.941 -2.516 -4.666
H 0.995 -1.103 -4.148
H -0.064 -2.519 -2.987
H 3.259 -0.428 -1.526
C -0.345 -0.929 -0.410
C -0.104 -0.211 0.917
O 1.249 -0.080 1.283
O -0.048 -0.115 -1.570
H -1.413 -0.953 -0.504
H 0.005 -1.926 -0.493
H -0.689 -0.783 1.653
H -0.466 0.831 0.820
H 1.430 0.889 1.449
H 0.860 -0.152 -1.955
C 1.481 -6.660 -0.696
C 0.509 -5.497 -0.949
O -0.851 -5.983 -0.764
O 1.616 -7.047 0.670
H 2.503 -6.339 -1.148
H 1.088 -7.558 -1.154
H 0.517 -5.037 -1.882
H 0.643 -4.696 -0.284
H -0.783 -6.609 -0.077
H 1.488 -6.223 1.178
C -1.664 -0.400 -6.103
C -2.040 0.121 -4.752
O -1.840 -0.874 -3.718
H -1.637 0.394 -6.822
H -2.344 -1.175 -6.434
H -0.668 -0.825 -6.046
H -3.127 0.335 -4.721
H -1.495 1.037 -4.578
H -1.252 -0.461 -3.036
C -1.392 5.533 -1.270
C -0.789 6.910 -1.152
O 0.337 6.998 -0.218
H -2.175 5.568 -2.067
H -1.880 5.108 -0.335
H -0.646 4.814 -1.546
H -1.427 7.683 -0.712
H -0.480 7.186 -2.156
H 1.115 6.509 -0.595
C 2.520 0.600 -5.840
C 2.038 1.947 -5.384
O 2.497 2.307 -4.090
H 3.608 0.590 -6.001
H 2.145 0.436 -6.879
H 2.308 -0.254 -5.177
H 0.935 1.956 -5.455
H 2.474 2.702 -6.082
H 2.384 1.484 -3.539
C -0.641 0.065 4.422
C 0.317 -1.030 4.842
O 1.125 -1.501 3.734
H -1.457 -0.288 3.823
H -0.093 0.847 3.847
H -0.981 0.721 5.321
H -0.127 -1.931 5.288
H 0.985 -0.568 5.588
H 0.985 -0.948 2.939
C 4.784 -3.057 -0.188
C 3.446 -2.488 0.241
O 3.548 -1.101 0.056
H 5.081 -2.650 -1.159
H 4.773 -4.146 -0.093
H 5.612 -2.651 0.434
H 3.171 -2.803 1.268
H 2.603 -2.785 -0.432
H 2.741 -0.723 0.468
C 2.362 3.487 -1.038
C 3.494 4.454 -1.278
O 2.916 5.804 -1.177
H 1.807 3.355 -2.012
H 1.680 3.973 -0.322
H 2.626 2.449 -0.769
H 3.958 4.270 -2.248
H 4.311 4.377 -0.481
H 2.982 6.180 -2.063
C -1.309 4.638 4.047
C -0.769 5.653 2.975
O 0.342 5.114 2.308
H -1.693 3.714 3.544
H -2.224 4.946 4.572
H -0.550 4.367 4.752
H -0.677 6.622 3.367
H -1.588 5.798 2.242
H 0.425 5.525 1.437
C 2.354 2.098 4.424
C 2.556 2.715 3.069
O 1.448 2.355 2.252
H 2.102 1.027 4.416
H 1.476 2.563 4.938
H 3.254 2.302 5.029
H 3.456 2.376 2.519
H 2.662 3.770 3.097
H 0.875 3.099 2.092
C -2.797 -4.712 3.084
C -1.738 -3.627 2.906
O -2.307 -2.506 2.129
H -2.406 -5.428 3.880
H -3.009 -5.344 2.212
H -3.770 -4.364 3.386
H -0.798 -3.915 2.497
H -1.576 -3.169 3.868
H -2.426 -2.836 1.226
C -4.616 0.548 4.316
C -5.403 0.021 3.105
O -5.130 -1.323 2.725
H -4.909 1.604 4.451
H -3.528 0.537 4.126
H -5.005 0.103 5.244
H -5.409 0.656 2.205
H -6.412 0.058 3.472
H -4.242 -1.253 2.311
C -4.681 -2.535 -0.551
C -3.823 -3.660 -1.041
O -2.707 -3.810 -0.286
H -4.220 -1.546 -0.595
H -4.959 -2.720 0.522
H -5.627 -2.479 -1.032
H -3.678 -3.396 -2.137
H -4.401 -4.520 -1.107
H -2.222 -4.671 -0.416
*
```